Record 1
Formula: C17H28B11Br6NO4S4Sr
Source: the Open Molecules 2025 dataset
Level of theory: the ωB97M-V functional and the def2-TZVPD basis

Each line ends with the Löwdin charge.
Cartesian coordinates (Å):
Sr -0.45091 0.74228 0.29358  1.05
Br -0.84026 4.44773 -5.11315  0.85
Br -4.57767 5.06634 -4.26240  0.85
Br -5.71784 2.13573 -1.88575  0.85
Br 0.21282 1.25227 -3.18464  0.90
Br -2.86218 -0.24302 -1.50109  0.86
Br -2.09321 3.33597 -1.52289  0.80
S -0.76095 -0.63313 2.51332  0.80
S -1.15823 1.61892 5.22557  0.88
S -0.84092 2.67371 2.12789  0.76
S 3.99728 -1.23725 3.10366  0.65
O 2.05801 -2.48253 0.29277  0.01
O 0.95312 -1.93374 -1.92408  -0.16
O 5.24347 -0.54804 3.23982  -0.29
O 2.97318 -0.91239 4.09215  -0.33
N 3.35194 -1.11463 1.62309  -0.05
C 4.17155 -2.99419 3.08160  -0.22
C -0.25830 -2.65443 -1.73363  -0.07
C 0.87661 0.22418 2.15994  -0.59
C -0.41316 -0.96335 4.27467  -0.48
C 2.82894 -2.28435 1.25595  -0.47
C 4.79049 -3.84910 3.96841  -0.03
C 3.31977 -3.44283 2.08891  -0.13
C 4.55189 -5.21007 3.80349  -0.07
C -0.13469 3.05635 4.77875  -0.53
C 3.69514 -5.67291 2.80971  -0.06
C -3.57250 0.88769 -5.70385  0.12
C 2.65403 -0.51455 -1.46141  -0.10
C 1.33075 -1.08244 -0.99531  -0.30
C -0.53734 3.79993 3.49953  -0.50
C 3.06684 -4.79237 1.93554  0.00
C 0.03157 0.24347 5.09011  -0.52
C 0.83982 1.89856 1.99173  -0.52
B -4.83101 1.92604 -5.04622  -0.23
B -3.02261 0.76747 -3.17083  -0.92
B -4.32117 0.30195 -4.28343  -0.21
B -2.73644 2.53566 -3.21006  -0.92
B -3.83792 3.27299 -4.38018  -0.89
B -1.92865 1.41547 -5.75988  -0.21
B -3.37393 2.57223 -5.99089  -0.25
B -2.48939 0.01110 -4.67367  -0.21
B -4.43044 1.86799 -3.31508  -0.90
B -2.07420 2.96596 -4.84270  -0.89
B -1.55631 1.40782 -4.02142  -0.85
H -0.95424 -2.39283 -2.53034  0.07
H -1.49644 4.30709 3.61688  0.08
H 1.35901 -0.17941 1.21573  0.00
H 0.88987 2.69442 4.69775  0.06
H 2.97690 0.32927 -0.85187  0.07
H 1.36127 2.13533 1.03537  0.07
H -3.30652 1.49786 -4.84010  0.06
H -5.87362 2.02153 -5.58452  0.15
H -3.59090 3.05323 -7.04405  0.15
H 2.39832 -5.13946 1.15937  0.12
H -1.36065 -1.36256 4.64134  0.08
H 0.26771 -0.11402 6.09273  0.09
H -0.15066 3.76026 5.61098  0.08
H -0.02714 -3.71694 -1.77898  0.10
H 2.54217 -0.19622 -2.49914  0.05
H 3.44329 -1.26595 -1.43883  0.09
H -2.13927 -1.08558 -4.92146  0.15
H 0.95558 0.64972 4.68512  0.05
H -1.24414 1.23311 -6.69960  0.15
H -5.08527 -0.59169 -4.25030  0.15
H 5.03763 -5.92019 4.45966  0.11
H 1.46585 2.32010 2.76921  0.08
H 0.21209 4.54073 3.22221  0.09
H 3.51757 -6.73633 2.71712  0.11
H -0.69214 -2.42337 -0.75906  0.07
H 1.56789 -0.06014 2.94310  0.02
H 0.35029 -1.73922 4.32027  0.08
H 5.44853 -3.48121 4.74378  0.12

Calculated values
E_tot   -18361.36225 Eh
Total charge   0
Gap between HOMO and LUMO   8.44 eV
Relative energy (zero: lowest compared OMol25 entry of this formula, charge and spin)   895.0 kJ/mol
Strongest force on any atom   5.8 eV/A
LUMO   -0.333 eV

***

Record 2
Formula: C30H61F14NO22S7
Source: the Open Molecules 2025 dataset
Level of theory: the ωB97M-V functional and the def2-TZVPD basis

Each line ends with the Löwdin charge.
Cartesian coordinates (Å):
S 7.57780 -2.84121 0.43712  0.60
S -0.35774 8.01610 -3.90429  0.80
S 1.50522 -0.70759 -0.87828  0.97
S 2.68438 -7.64008 6.47807  0.59
S 0.52640 3.52312 7.37211  0.60
S -1.17889 -5.74652 3.20635  0.60
S -2.37123 -1.79163 -5.29146  0.60
F 0.89023 1.58238 1.34106  0.10
F 0.14804 4.34722 1.71327  0.05
F 1.83731 -0.32444 -2.48201  -0.18
F 1.19329 -1.18741 0.66538  -0.15
F -1.00424 0.01777 -1.39090  0.05
F -1.07261 0.48824 1.23475  0.10
F -1.22775 3.98488 -6.21267  -0.03
F 1.19503 3.86704 -0.32208  0.08
F 2.61318 -1.93382 -0.97696  -0.15
F 0.57048 1.55526 -1.88405  0.08
F -1.83165 2.79362 1.39164  0.10
F 2.74265 0.29742 -0.45643  -0.14
F -1.78346 2.68063 -0.84383  0.12
F 0.36660 -1.79089 -1.45236  -0.18
O -2.29765 -1.68083 -6.72388  -0.28
O 1.90029 -6.66529 7.18894  -0.29
O -0.57589 6.74962 -4.97086  -0.14
O -0.87938 -4.16136 3.32444  -0.26
O -0.26833 2.40628 7.80480  -0.28
O 6.71040 -1.82663 1.34951  -0.26
O -1.09291 7.45767 -2.50350  -0.12
O -1.94834 -3.29122 -4.86347  -0.26
O 7.34608 -4.18604 0.89273  -0.28
O -2.76228 5.67299 -2.40168  0.03
O -0.06850 4.69762 6.79213  -0.28
O -6.88867 1.68895 -5.81747  -0.10
O 7.42392 -2.47202 -0.94344  -0.28
O -0.12415 -6.36320 2.44710  -0.28
O 2.11332 -8.86905 5.99555  -0.28
O -2.56464 -5.93065 2.86645  -0.28
O -3.55163 -1.41398 -4.56177  -0.28
O 4.00359 -7.98407 7.34577  -0.26
O 1.05858 8.30208 -3.56306  -0.25
O -1.18926 9.10425 -4.49392  -0.26
O 1.68835 2.98681 6.38440  -0.26
O -2.83307 5.75470 -4.69573  -0.09
N -5.15270 4.98079 -5.43015  -0.08
C 3.34125 -9.88745 8.72546  -0.08
C -0.96798 -6.14822 4.91498  -0.11
C 0.20563 0.63221 -0.89344  -0.29
C -2.91197 -4.33818 -5.01335  -0.26
C -0.78639 5.24164 -0.31446  -0.03
C -0.02945 3.98232 0.34976  -0.31
C -0.70569 -3.41277 2.11948  -0.27
C -0.96078 2.69245 0.27874  -0.24
C 1.30349 2.24344 5.22448  -0.25
C -3.11802 6.37993 -5.96751  -0.14
C 3.83199 -8.45181 8.68677  -0.27
C -6.54625 2.40578 -3.47303  -0.06
C 9.17946 -2.33700 0.99289  -0.12
C -0.97541 -0.95490 -4.59925  -0.12
C 1.57443 4.03352 8.70241  -0.12
C -4.40878 5.59502 -6.56956  -0.16
C 5.31211 -1.69899 1.07973  -0.27
C -3.10153 -4.72689 -6.46808  -0.08
C -5.18793 3.49943 -5.50703  -0.17
C -0.43112 5.22782 -1.86882  -0.08
C -0.17299 1.28796 0.49628  -0.25
C -0.85877 4.33766 -4.87518  -0.21
C 0.73346 4.21421 -4.79416  -0.01
C -1.44137 5.73745 -4.39542  -0.34
C 0.70258 3.13646 4.15461  -0.08
C 3.49860 -6.84312 5.12504  -0.11
C -2.02363 -3.18741 1.40133  -0.07
C -6.58949 2.86712 -5.00622  -0.36
C -1.42920 6.05856 -2.79013  -0.37
C 4.53819 -2.91313 1.55582  -0.07
H 3.31000 -10.25814 9.75191  0.08
H 3.16071 -7.78888 9.23984  0.12
H 3.96644 -5.92674 5.48045  0.08
H 4.23807 -7.52420 4.70660  0.08
H -5.54765 2.58843 -2.96324  0.07
H 2.33615 -9.97309 8.30891  0.07
H -1.04876 0.09676 -4.87659  0.08
H -1.88706 -2.53276 0.53759  0.07
H -1.22456 -7.19991 5.04048  0.08
H 4.81009 -8.39553 9.16913  0.12
H -5.03452 3.09462 -6.56255  0.12
H 3.99275 -10.53270 8.13200  0.09
H -0.06525 -1.38375 -5.01632  0.08
H -0.35083 4.15351 -2.25042  0.11
H -7.31955 3.02760 -2.89595  0.08
H 0.60742 5.68392 -1.97946  0.14
H 1.37534 3.96465 3.92233  0.09
H -4.39652 3.07639 -4.79114  0.12
H 2.05956 3.15801 9.13002  0.07
H -0.99384 -1.05960 -3.51708  0.04
H 9.91063 -2.99856 0.52908  0.08
H -3.86177 -4.05220 -4.55293  0.12
H -6.08430 5.39015 -5.32359  0.10
H -3.76442 -5.59003 -6.55467  0.08
H 4.81684 -3.80481 0.99148  0.08
H -2.44467 -4.12854 1.04354  0.07
H 0.94473 4.51678 9.44895  0.08
H -1.63919 -5.53070 5.50994  0.08
H 0.96272 3.14962 -4.43917  0.09
H 0.50634 2.57178 3.24660  0.04
H -3.54145 -3.90928 -7.04175  0.07
H 4.75141 -3.11705 2.60769  0.09
H -0.24153 3.57140 4.48760  0.08
H -6.09822 1.11134 -5.84418  0.09
H -1.88901 5.26459 -0.07351  0.14
H 0.61738 1.43669 5.49795  0.12
H 1.11634 4.25024 -5.87183  0.11
H 0.07045 -5.97977 5.19459  0.05
H 2.74086 -6.61272 4.37542  0.07
H -3.10024 6.44420 -1.90277  0.14
H -2.14128 -4.96574 -6.93060  0.09
H 2.30865 4.74231 8.32228  0.07
H 2.20992 1.77658 4.83245  0.12
H 3.46404 -2.76301 1.43177  0.06
H 0.02263 -3.90214 1.46597  0.12
H -5.09628 6.28793 -7.15114  0.12
H -3.98221 4.82313 -7.28792  0.11
H -1.32587 3.54128 -4.20516  0.16
H 4.96038 -0.81798 1.62142  0.12
H -6.87820 1.32514 -3.36302  0.08
H -0.28529 -2.44560 2.40413  0.11
H 9.22523 -2.43598 2.07643  0.07
H -7.42659 3.60413 -5.20031  0.14
H 1.22972 5.00927 -4.16449  0.08
H -0.27833 6.15937 0.13753  0.15
H 5.14265 -1.51311 0.01551  0.11
H -3.31988 7.49784 -5.89308  0.13
H -2.75771 -2.74106 2.07584  0.09
H -2.30087 6.25262 -6.74745  0.13
H -2.53201 -5.19951 -4.46002  0.12
H 9.35575 -1.30785 0.68547  0.07

Calculated values
E_tot   -7074.81833 Eh
Total charge   0
Gap between HOMO and LUMO   6.92 eV
Strongest force on any atom   4.7 eV/A
LUMO   -1.871 eV

***

> The lowest gap between HOMO and LUMO belongs to which entry?

C30H61F14NO22S7

***

> LUMO of number 2 (C30H61F14NO22S7)?

-1.871 eV

***

> Which value of gap between HOMO and LUMO does entry 1 give?

8.44 eV